[1]
Density functional theory data (ωB97M-V/def2-TZVPD) for a structure of composition C23H22B2F4IrN4O4 in a non-equilibrium geometry.

Properties
HOMO level, eV: -12.1
LUMO level, eV: -5.6
Net charge: +1

```
60
Properties=species:S:1:pos:R:3:forces:R:3
Ir -1.40153 0.00034 -1.65876 -0.2 -0.1 0.6
F -3.18905 1.36886 -3.35207 0.0 0.0 0.1
F 1.63634 -3.03938 -2.66259 0.0 0.0 0.0
F -4.59607 2.89322 -2.24437 0.0 0.0 0.0
F -0.00353 -1.76875 -3.76092 0.0 0.0 0.1
O -0.40771 -2.71103 -1.63866 0.1 0.0 -0.1
O -4.13062 0.84200 -1.26378 0.1 0.1 0.0
O -2.36699 2.72318 -1.61203 -0.1 -0.1 0.0
O 1.34645 -0.82952 -2.07379 0.0 -0.1 0.0
N -1.52395 -1.97692 -1.58657 0.0 0.0 0.1
N 0.53634 0.23212 -2.03464 0.1 0.0 0.0
N -3.33491 -0.23145 -1.33508 -0.3 0.1 0.0
N -1.27537 1.96906 -1.75075 -0.1 0.1 0.1
C 3.83402 2.48467 2.39810 0.0 0.0 0.0
C 1.58688 -3.63108 2.56300 0.0 0.0 0.0
C 2.26992 -3.59994 3.77502 0.0 0.0 0.0
C 0.04422 -0.02488 1.01893 -0.4 0.2 0.9
C 1.17165 -2.45562 1.97710 0.1 0.1 -0.1
C -2.94244 -3.92784 -1.23032 -0.1 0.0 0.1
C 2.40829 1.78063 -2.21393 0.0 0.1 0.1
C 1.76383 3.66732 2.01043 0.0 0.0 0.0
C -0.10327 2.46831 -1.87672 0.3 0.3 0.1
C 0.12485 3.93807 -1.83295 0.1 0.0 -0.1
C 1.77327 1.25697 2.12643 0.0 0.0 -0.1
C 0.97134 1.44059 -2.04036 0.3 0.1 -0.1
C -2.68579 -2.46948 -1.35360 -0.1 -0.3 0.0
C -5.19573 -1.77597 -1.02845 0.0 -0.1 0.0
C -3.76381 -1.43554 -1.23617 -0.3 -0.2 0.1
C 1.08488 2.46883 1.94363 0.0 0.0 0.0
C -0.85010 -0.02741 0.19101 0.7 -0.1 -1.7
C 3.15902 1.27876 2.35344 0.0 0.0 0.0
C 3.13973 3.67602 2.22843 0.0 0.0 0.0
C 1.47193 -1.22244 2.58935 0.0 -0.1 0.1
C 2.15285 -1.20603 3.82223 0.0 0.0 0.0
C 2.55185 -2.39003 4.40380 -0.1 0.0 0.1
C 1.07422 -0.00160 1.95015 0.0 -0.1 -0.2
B -3.61310 1.98593 -2.15947 0.1 -0.1 0.0
B 0.65948 -2.11193 -2.59201 -0.1 0.0 0.0
H 2.55290 2.36868 -3.12230 0.0 0.0 0.0
H 2.31250 -0.26604 4.33343 0.0 0.0 0.0
H 1.22563 4.59884 1.89525 0.0 0.0 0.0
H 0.67160 -2.46669 1.01528 0.0 0.0 0.0
H 2.76863 2.37357 -1.36947 0.0 0.0 0.0
H 0.01395 2.44905 1.78209 0.0 0.0 0.0
H -5.34663 -2.19933 -0.03305 0.0 0.0 0.0
H 3.06614 -2.37629 5.35505 0.0 0.0 0.0
H -5.51866 -2.52159 -1.75551 0.0 0.0 0.0
H 4.90364 2.49517 2.55691 0.0 0.0 0.0
H -5.80644 -0.88408 -1.12703 0.0 0.0 0.0
H 1.39168 -4.57433 2.07144 0.0 0.0 0.0
H -2.02920 -4.47930 -1.43132 0.0 0.0 0.0
H 3.67420 4.61665 2.26129 0.0 0.0 0.0
H -0.33291 4.41556 -2.70168 0.0 0.0 0.0
H -0.37280 4.35578 -0.95702 0.0 0.0 0.0
H -3.29795 -4.17224 -0.22697 0.0 0.0 0.0
H 3.70493 0.34821 2.43364 0.0 0.0 0.0
H 2.57815 -4.52786 4.23960 0.0 0.0 0.0
H 2.99208 0.86821 -2.28770 0.0 0.0 0.0
H -3.71281 -4.24013 -1.93663 0.0 0.0 0.0
H 1.18399 4.18012 -1.80834 0.0 0.0 0.0
```
Positions in Å, forces in eV/Å.


[2]
Density functional theory data (ωB97M-V/def2-TZVPD) for a structure of composition C23H22Br2N4O10P2S2Ti.

Properties
Relative energy (zero: lowest compared OMol25 entry of this formula, charge and spin), kcal/mol: 2.1
HOMO level, eV: -8.6
LUMO level, eV: -0.6

```
66
Properties=species:S:1:pos:R:3:forces:R:3
Br 0.64833 3.20889 -0.98967 -0.2 0.1 0.0
Br -2.70235 -1.78289 -6.19585 0.0 0.0 -0.1
Ti -1.42211 0.10304 -0.53301 0.3 -0.9 0.1
S -3.84235 -1.16397 -0.68006 0.0 0.2 0.1
S 6.19278 1.35724 4.63948 0.0 0.1 0.1
P -2.87995 2.22560 -2.50531 0.2 -0.4 0.3
P -3.44187 2.37619 0.26414 0.3 -0.3 0.0
O -2.95652 3.05547 -1.10601 0.0 0.2 0.0
O -1.18768 -3.54078 -0.19385 0.0 -0.1 0.2
O -3.33515 3.52953 1.33576 0.1 0.2 0.0
O -4.81236 1.85591 0.16562 0.0 -0.1 0.0
O -0.89224 -1.56686 -1.17997 0.0 -0.4 -0.2
O -2.30038 1.36489 0.60040 -0.5 0.5 0.0
O -2.23094 2.97302 -3.56692 0.0 0.0 0.0
O -2.17897 0.89205 -2.03888 -0.2 0.7 -0.4
O 4.27817 2.24669 6.25855 -0.1 0.0 -0.1
O -4.38406 1.85028 -2.78753 -0.1 0.0 0.0
N -3.14525 -1.17172 1.85873 0.1 0.0 0.0
N -1.82319 -1.16719 1.39129 -0.1 0.1 -0.1
N -5.39832 -1.19735 1.46401 0.0 0.0 0.0
N 0.56101 0.69645 -2.14449 -0.1 -0.3 0.2
C 2.48857 0.65710 2.08493 -0.1 0.0 -0.1
C 3.44223 1.60261 1.71013 0.0 0.1 0.0
C -1.91396 -2.47737 -3.56795 0.0 0.1 0.0
C 0.30555 0.34424 0.61653 0.0 0.0 0.0
C 5.45691 2.11692 6.09150 0.1 -0.1 0.2
C 2.71853 1.12897 -3.84519 0.0 0.0 0.0
C 1.19006 1.85007 -2.18092 0.2 0.2 0.1
C -1.22606 -2.85215 -1.18842 0.1 0.6 -0.1
C 4.75540 1.07847 3.65636 -0.2 0.0 -0.1
C 1.31315 0.46875 1.28174 0.0 -0.1 0.3
C -1.78188 -4.73073 -2.70916 0.0 0.0 -0.1
C -2.18548 -5.21901 -3.94081 0.0 0.0 0.0
C -2.32419 -2.98394 -4.78923 0.0 0.0 0.1
C -2.46005 -4.34820 -4.98829 0.0 0.0 0.0
C 2.27226 2.12869 -3.00265 0.0 0.0 -0.1
C 2.68869 -0.08178 3.25251 0.0 0.0 0.0
C 3.81570 0.12085 4.02592 0.1 0.0 0.1
C 4.56320 1.81757 2.49446 0.0 0.0 0.0
C 2.07708 -0.10107 -3.81706 0.0 0.0 0.0
C 1.01577 -0.27153 -2.95017 -0.1 0.1 -0.2
C -1.64250 -3.35935 -2.52804 0.0 -0.2 0.1
C -4.14712 -1.16514 0.97314 -0.1 0.0 -0.1
C 6.48449 2.57137 7.10103 0.0 0.0 -0.1
H 3.55794 1.30969 -4.50382 0.0 0.0 0.0
H 5.29087 2.56631 2.20955 0.0 0.0 0.0
H -2.77986 -4.72484 -5.95010 0.0 0.0 0.0
H -6.11681 -0.93040 0.81042 0.0 0.0 0.0
H -3.30632 -1.28990 2.84612 0.0 0.0 0.0
H -1.49837 -2.11985 1.19569 0.1 0.0 0.0
H 7.47186 2.14916 6.92198 0.0 0.0 0.0
H 0.49038 -1.21169 -2.89520 0.0 0.0 0.0
H 3.96599 -0.45573 4.92893 0.0 0.0 0.0
H 6.13469 2.30176 8.09554 0.0 0.0 0.0
H -5.56466 -0.93531 2.42280 0.0 0.0 0.0
H -1.57538 -5.39336 -1.88037 0.0 0.0 0.0
H 1.95483 -0.82054 3.54608 0.0 0.0 0.0
H -2.29268 -6.28474 -4.09411 0.0 0.0 0.0
H 3.28459 2.17840 0.80692 0.0 0.0 0.0
H 6.55006 3.65834 7.03957 0.0 0.0 0.0
H -4.84756 1.58386 -1.96982 0.0 0.0 0.0
H 2.73573 3.10293 -2.97057 0.0 0.0 0.0
H 2.38650 -0.91899 -4.45160 0.0 0.0 0.0
H -1.82328 -1.40841 -3.42492 0.0 0.0 0.0
H -2.44599 3.89590 1.42110 0.0 0.0 0.0
H -1.22551 -0.69243 2.05908 0.0 0.0 0.0
```
Positions in Å, forces in eV/Å.


[3]
Density functional theory data (ωB97M-V/def2-TZVPD) for a structure of composition C23H22Br36FNO2 in a non-equilibrium geometry.

Properties
HOMO level, eV: -8.8
LUMO level, eV: -2.0

```
85
Properties=species:S:1:pos:R:3:forces:R:3
Br 6.23197 -6.75782 9.77839 0.4 0.0 -0.3
Br -4.76633 1.23654 -2.75845 0.3 0.0 -0.4
Br 1.01697 2.22798 -5.42502 0.8 -0.7 -1.0
Br -6.30458 3.89423 5.08771 -0.2 -0.1 -0.5
Br 6.90734 -9.56075 2.00134 -0.3 0.1 -0.3
Br -1.93112 0.67160 -4.18224 -0.9 -0.2 -0.7
Br 3.64120 -7.17517 -7.82784 -0.1 0.1 0.5
Br 5.06237 -7.21413 0.78726 0.2 -0.5 0.1
Br 6.16797 -10.19552 6.97531 0.1 -0.3 -0.4
Br 2.25123 -5.00089 -5.89775 0.3 -0.4 0.0
Br 7.63750 -6.07942 6.95900 0.0 -0.1 0.5
Br 9.25652 -7.71603 9.21395 -0.4 0.3 -0.1
Br -2.69041 11.09415 2.08608 -0.3 0.1 -0.4
Br -7.46705 9.65973 0.28583 0.2 -0.3 0.0
Br 0.43809 4.95596 4.26565 -0.2 0.0 0.0
Br 1.28940 -0.87425 -6.25368 0.1 0.3 0.3
Br -5.60786 11.35443 -6.05364 0.1 -0.3 0.4
Br -7.03953 10.11064 -3.44826 0.3 0.5 -0.6
Br 1.48516 -7.75870 -0.33123 -0.2 0.2 -0.5
Br -4.51129 8.61042 -4.76806 -0.2 0.4 0.0
Br 7.94143 -12.71896 6.04156 -0.3 0.3 -0.1
Br 0.35789 -5.61588 -2.45778 0.2 -0.4 0.1
Br 0.63033 -8.71811 -3.28645 0.2 0.4 0.3
Br -5.45766 7.46237 1.51809 -0.3 0.2 -0.4
Br 4.26062 -7.19825 -4.66549 -0.2 0.1 -0.3
Br -0.62026 2.79727 2.11985 -2.2 4.5 11.5
Br -3.80239 3.08199 -5.21808 0.1 -0.4 0.2
Br 3.89479 -10.20564 1.05614 0.5 0.2 0.0
Br -6.07707 7.48546 -1.64426 0.0 -0.3 0.8
Br 2.14424 0.08516 -3.29846 -0.2 0.1 -0.4
Br -8.28903 4.51253 2.62515 0.3 -0.2 0.1
Br 5.11169 -12.12371 4.61927 0.4 0.2 0.3
Br -5.30369 3.43949 2.05850 -0.5 0.0 0.2
Br -4.69980 13.29151 0.85382 0.2 -0.5 -0.1
Br -2.52148 3.71422 4.55487 0.3 0.1 -0.1
Br -3.30982 11.11723 -1.07627 -0.1 0.1 0.4
F 3.90899 -3.79727 1.43965 -3.9 3.1 -0.8
O -2.38556 -0.11495 0.35080 8.4 1.8 1.3
O 2.00014 2.12488 1.68716 -5.7 -5.7 -3.3
N -0.32160 1.34224 0.78646 1.6 -2.8 -3.8
C -4.00374 11.48115 0.70418 -0.2 -0.1 0.1
C 0.02352 -1.15789 0.69069 2.9 -0.4 0.7
C 1.39094 -0.38721 1.16413 -0.5 -4.4 -0.6
C 2.94729 -6.81125 -6.04739 -0.3 -0.1 -0.1
C -5.36902 10.32189 -4.42244 0.0 0.2 0.2
C -6.77099 7.84937 0.13619 -0.1 -0.4 0.0
C 1.31680 -3.67865 0.67183 -0.2 3.8 0.6
C -0.45993 3.27164 -2.71619 -0.4 -0.9 0.0
C -0.07083 -2.77663 0.43282 3.7 2.4 1.4
C 5.47765 -9.11441 0.75994 0.0 0.0 -0.2
C 1.10856 1.22470 1.26533 4.7 -0.3 0.6
C 7.90342 -6.36262 8.86514 0.1 0.2 0.1
C -0.69598 2.54074 -0.05729 -1.5 1.6 -5.8
C -1.10768 2.20058 -1.60731 0.0 0.5 -0.7
C 6.66886 -11.35325 5.49440 0.1 0.1 -0.1
C -3.75370 1.30961 -4.41772 -0.1 -0.2 -0.1
C 1.35325 -7.26858 -2.20916 0.2 0.1 0.0
C -6.82140 3.41340 3.27499 0.1 -0.2 0.0
C -1.07775 0.05040 0.56758 -3.7 -2.5 -0.8
C 2.70278 -2.91959 1.20063 -2.8 1.1 -0.7
C 2.74299 -1.27030 1.44780 -2.9 -1.3 -1.0
C -1.10899 4.24290 3.32632 0.1 0.5 0.2
C 2.01232 0.57528 -5.17640 0.3 0.1 -0.2
H -2.28346 2.32471 -1.69644 2.5 -0.7 0.3
H 0.15865 3.37098 -0.07279 -1.7 -2.3 0.0
H -7.18586 2.38142 3.30957 0.2 0.5 0.0
H -1.09432 -3.24241 0.08676 2.4 0.9 0.8
H -7.61361 7.16866 0.29636 0.4 0.3 0.0
H 0.12318 4.15248 -2.20634 -1.3 -1.6 -1.0
H -1.50934 5.05341 2.70840 0.1 -0.1 0.4
H 2.37271 -7.08440 -2.56385 -0.4 -0.1 0.1
H -4.24274 0.62766 -5.12115 0.2 0.3 0.3
H 8.27906 -5.42096 9.27888 -0.2 -0.4 -0.2
H 5.84311 -9.34734 -0.24564 -0.1 0.1 0.5
H 2.10467 -7.49197 -5.88722 0.4 0.3 0.0
H 1.27363 -4.84801 0.45833 0.3 2.9 0.6
H -0.79407 1.13822 -1.98583 -0.7 2.0 1.3
H 3.03178 0.75946 -5.53109 -0.5 -0.1 0.2
H 7.17345 -10.72437 4.75351 -0.3 -0.3 0.3
H 0.26723 2.65971 -3.42569 -1.8 1.8 2.3
H -1.64680 3.06817 0.43483 2.0 -1.6 -2.4
H -1.36225 3.64539 -3.39684 2.1 -0.5 1.5
H 3.70692 -0.71088 1.81294 -2.1 -1.5 -0.8
H -4.84636 10.80044 0.86435 0.4 0.3 -0.1
H -4.69326 10.89377 -3.77799 -0.3 -0.3 -0.3
```
Positions in Å, forces in eV/Å.


[4]
Density functional theory data (ωB97M-V/def2-TZVPD) for a structure of composition C23H22BrN2O2S2Zn in a non-equilibrium geometry.

Properties
Relative energy (zero: lowest compared OMol25 entry of this formula, charge and spin), kcal/mol: 3.5
HOMO level, eV: -4.5
LUMO level, eV: 2.7
Net charge: -1

```
53
Properties=species:S:1:pos:R:3:forces:R:3
Br 12.22947 9.61879 11.75929 -0.1 0.2 0.0
Zn 6.89596 12.15853 10.40694 0.0 0.4 0.6
S 6.43775 12.41245 12.71619 -0.2 -0.1 -0.9
S 5.38521 11.37865 8.91301 0.6 0.3 -0.8
O 8.15221 10.59641 10.37343 -1.4 -0.4 -1.1
O 9.66054 11.50673 11.69663 -0.4 -1.3 0.0
N 6.25068 14.74596 10.59761 1.1 0.0 -1.8
N 7.97018 13.30360 8.61814 -0.2 -0.6 0.5
C 6.99324 15.40916 9.50460 1.8 0.3 0.9
C 9.33524 9.12205 11.76338 0.1 0.4 -0.9
C 6.65874 11.39968 7.64503 -0.1 1.1 -0.9
C 9.65535 6.44509 12.46203 0.6 0.7 0.5
C 7.03831 16.44760 12.23826 -0.5 -0.6 0.5
C 7.34775 16.85231 13.54809 0.3 -1.3 -0.1
C 6.70717 15.10914 11.89502 -0.1 0.3 0.9
C 7.31639 14.51246 14.12789 0.2 -1.2 0.6
C 7.82806 12.27159 7.59591 -2.3 -0.3 2.0
C 7.21778 14.55692 8.25021 1.4 -0.4 0.5
C 8.36271 6.93021 12.22831 1.2 -0.2 -0.4
C 8.73077 12.13283 6.60228 0.1 -1.5 -1.4
C 9.02465 10.51723 11.25837 2.4 1.9 1.2
C 10.77634 7.30036 12.39531 -0.3 -0.2 -0.3
C 7.55625 15.82234 14.50156 -0.9 0.8 -0.1
C 10.63639 8.64103 11.99828 -1.1 -1.2 0.5
C 6.38673 10.65046 6.48226 -1.4 -0.5 2.1
C 8.47777 11.21250 5.56785 1.1 0.4 -1.3
C 9.36722 13.55102 9.13047 -1.5 0.7 -0.7
C 6.81676 14.10096 12.86881 0.6 0.9 0.8
C 8.24087 8.26330 11.81014 -1.4 -1.2 1.2
C 7.28313 10.52240 5.46549 0.8 0.3 -0.2
C 4.80808 14.58492 10.38332 0.4 -1.0 1.1
H 6.67245 16.41828 9.22614 -0.8 0.0 -0.1
H 9.61584 12.81314 9.88793 0.0 0.0 0.2
H 9.85327 5.42605 12.78876 -0.3 0.1 -0.1
H 5.42728 10.09224 6.53892 0.8 0.3 -0.4
H 4.43841 14.11072 11.34302 0.0 0.3 -1.4
H 8.01960 15.65259 9.93837 -1.4 -0.4 -0.4
H 11.77324 6.89259 12.61643 -0.5 0.3 -0.2
H 7.53194 6.21856 12.30021 0.1 0.6 -0.1
H 9.66512 12.64139 6.64077 0.4 0.4 -0.2
H 6.95769 17.15048 11.43351 -0.1 0.6 -0.1
H 7.07433 9.87996 4.62678 0.0 -0.1 -0.2
H 10.07613 13.46995 8.29002 0.0 0.6 0.5
H 7.18194 8.57680 11.66432 1.3 0.4 -0.3
H 4.36277 15.54280 10.26287 -0.7 1.1 0.0
H 9.21959 11.10136 4.74222 -0.5 0.1 0.8
H 7.43293 17.88968 13.86939 0.1 -0.2 -0.4
H 4.58853 13.98611 9.47025 0.3 0.1 0.9
H 7.80116 15.10628 7.44981 -0.6 -0.2 0.8
H 9.25316 14.57376 9.58129 1.1 -1.2 -0.4
H 7.51458 13.64588 14.80697 -0.2 1.1 -0.3
H 6.27105 14.25890 7.85318 -0.6 -0.3 -0.5
H 7.73618 16.09058 15.56319 0.2 -0.3 -0.9
```
Positions in Å, forces in eV/Å.